Molecular formula: C23H47NO6PY
Method: DFT, ωB97M-V/def2-TZVPD

Computed properties:
**E_HOMO**: -12.86 eV
**Total charge**: +2
**E_LUMO**: -4.5 eV
**Energy relative to the best compared isomer or geometry (same formula, charge and spin)**: 0.832 eV
**E_tot**: -1790.0176 Ha

Cartesian coordinates (Å):
1 H -0.25 -1.64 3.36
2 C -2.15 2.29 -0.57
3 H 4.00 -0.42 -3.86
4 H -4.61 -2.07 1.03
5 C 3.12 1.38 -3.10
6 C 2.50 -2.84 -1.06
7 C -3.94 -0.12 -1.75
8 H -0.35 1.80 1.42
9 C 1.80 3.09 -1.99
10 C 3.42 -2.13 -2.03
11 N -0.70 -0.40 -0.44
12 C -0.38 -1.08 2.43
13 H 2.75 -2.17 2.10
14 H -3.11 0.13 -2.40
15 O -0.99 -0.72 -2.79
16 C 3.30 -2.13 1.16
17 Y 1.38 0.14 -0.50
18 H 2.26 4.42 -0.37
19 H 4.47 -2.21 -1.75
20 C -1.82 -1.30 1.95
21 C -3.08 -2.40 -1.25
22 C 2.51 3.41 -0.70
23 O 1.98 1.70 -2.29
24 H -3.84 -1.05 2.78
25 H -5.18 -0.43 0.72
26 H -2.62 -1.63 3.91
27 H -4.69 -0.64 -2.35
28 H 0.33 -1.48 1.71
29 P -2.12 -0.34 0.36
30 H 4.04 1.67 -2.58
31 H 3.18 3.47 1.70
32 C -1.37 2.00 1.74
33 H 2.17 3.71 -2.81
34 H -2.84 2.06 -1.37
35 H -2.26 3.35 -0.33
36 C -3.54 -1.07 -0.61
37 C -1.93 -2.81 1.66
38 H -2.95 -3.13 1.50
39 H 2.21 -0.40 -3.89
40 H -5.56 -1.73 -0.40
41 H 2.11 2.19 2.29
42 H -2.05 -2.39 -1.57
43 H -3.84 2.87 1.50
44 H -1.32 -3.11 0.81
45 C -4.78 -1.33 0.26
46 C -2.40 1.49 0.72
47 H -1.52 1.60 2.74
48 H 3.60 3.34 -0.82
49 H -4.57 1.64 0.48
50 H -1.48 3.09 1.80
51 C -2.80 -0.94 3.08
52 H 4.82 -0.90 2.03
53 C 3.94 1.47 1.42
54 H 3.29 -2.56 -3.02
55 C 3.10 -0.11 -3.33
56 H 4.85 -0.90 0.25
57 H 3.87 -3.05 1.05
58 H 4.45 1.41 2.38
59 C 4.20 -0.92 1.13
60 H -1.14 2.13 -0.95
61 H -0.14 -0.04 2.65
62 H -3.69 -2.58 -2.14
63 H -1.56 -3.34 2.54
64 H 4.67 1.73 0.65
65 O 3.33 0.22 1.10
66 H 1.51 -2.96 -1.49
67 C -0.26 -0.47 -1.87
68 H 0.73 3.25 -1.89
69 H 3.06 1.91 -4.05
70 C -3.81 1.81 1.24
71 C 2.81 2.47 1.50
72 H -3.24 -3.25 -0.58
73 O 2.06 2.45 0.27
74 O 2.30 -2.04 0.13
75 O 3.05 -0.74 -2.03
76 H -2.65 0.07 3.46
77 H -4.42 0.79 -1.38
78 H -4.07 1.24 2.13
79 H 2.89 -3.82 -0.79

Molecular formula: C8H10BBrLiNO3
Method: DFT, ωB97M-V/def2-TZVPD

Computed properties:
**E_HOMO**: -6.77 eV
**E_LUMO**: -2.9 eV
**E_tot**: -3197.3024 Ha

Cartesian coordinates (Å):
1 B -2.97 -1.31 0.26
2 H 1.70 1.77 0.02
3 C -1.29 -0.42 -1.13
4 Li 3.32 -0.42 3.90
5 O -3.04 0.18 0.42
6 O -1.65 2.08 -0.46
7 C -1.69 0.68 0.03
8 H 2.86 -1.74 2.80
9 H 3.20 1.29 -1.02
10 N -1.59 3.92 1.60
11 O -2.31 -1.50 -1.07
12 C 1.36 0.07 -1.62
13 H -3.98 -1.92 0.43
14 H 0.47 -1.43 0.01
15 Br -0.66 0.64 1.78
16 H -1.35 -0.09 -2.27
17 C 2.88 -1.04 1.84
18 H 2.02 -0.44 -2.47
19 C 2.87 -0.19 0.69
20 H 0.29 -1.93 -1.79
21 C -1.47 2.91 0.78
22 H 0.74 0.92 -2.18
23 C 0.25 -1.00 -1.05
24 C 2.24 0.84 -0.47
25 H -2.20 -1.87 0.98

Molecular formula: C50H43Br2CsN5P2S2
Method: DFT, ωB97M-V/def2-TZVPD

Computed properties:
**E_HOMO (alpha / beta)**: -3.10 / -4.07 eV
**Total charge**: -1
**E_LUMO (alpha / beta)**: 1.5 / 1.5 eV
**Energy relative to the best compared isomer or geometry (same formula, charge and spin)**: 0.530 eV
**E_tot**: -8852.2213 Ha

Cartesian coordinates (Å):
1 H 6.51 -0.29 -4.53
2 N 2.30 -2.73 0.02
3 H -6.68 1.59 -3.71
4 H -1.78 2.17 4.24
5 C 4.84 0.76 -3.72
6 H -4.21 1.87 1.78
7 H 1.80 -5.15 -3.23
8 S -2.12 -1.54 3.36
9 C -1.79 1.54 3.35
10 C -4.72 0.97 1.43
11 C 1.94 4.35 -2.46
12 Br 5.11 -6.44 0.22
13 C 3.96 -4.91 0.14
14 C -8.90 -2.38 0.83
15 S 0.93 1.51 3.26
16 C -0.63 -0.72 3.40
17 H -1.28 -1.46 -2.50
18 H -5.61 3.82 5.45
19 C -7.58 2.97 5.40
20 C 3.94 -0.12 -1.66
21 C 4.09 -3.92 1.09
22 H 2.89 4.28 -2.97
23 C -3.59 2.55 -1.63
24 N 3.04 1.92 -2.73
25 C -0.38 4.38 -1.06
26 H -9.45 -3.30 0.74
27 C 5.83 -1.19 -2.70
28 H -4.31 -3.51 -2.89
29 C -6.88 2.06 2.84
30 C -7.36 -0.99 2.05
31 P -3.59 0.39 0.06
32 H -1.79 2.20 2.48
33 C -0.61 -2.29 -2.69
34 C -4.03 3.40 -2.63
35 H 4.82 -3.97 1.88
36 C 3.21 -2.85 0.97
37 C -5.81 1.86 -3.13
38 H -0.62 6.43 -1.68
39 H -9.47 2.05 5.04
40 C -8.99 -1.41 -0.15
41 C 1.18 -3.51 -1.95
42 C 4.90 -1.12 -1.68
43 C 0.60 -1.58 3.49
44 C 5.79 -0.24 -3.72
45 H 1.55 6.39 -2.95
46 H -3.90 -1.13 -2.42
47 H 4.81 1.50 -4.50
48 C -5.15 3.05 -3.39
49 P -6.47 1.55 1.12
50 H -8.87 1.25 2.80
51 C -5.99 2.81 3.60
52 H -4.71 -4.27 1.30
53 H -4.68 0.26 2.25
54 C -4.56 -4.04 -0.83
55 H -7.83 3.31 6.40
56 H -1.57 -2.87 -4.54
57 C -8.26 -0.24 -0.04
58 C -5.37 1.02 -2.11
59 C 3.89 0.86 -2.67
60 H -8.03 -2.91 2.72
61 H -1.28 4.38 -0.46
62 H 3.21 -0.08 -0.86
63 Cs 0.27 0.54 0.13
64 C -8.15 1.81 3.38
65 C 1.45 3.19 -1.80
66 H -4.27 -1.91 1.78
67 H -2.71 2.81 -1.06
68 H 3.24 -2.04 1.70
69 C -0.78 -3.07 -3.83
70 C 1.20 5.50 -2.43
71 C -8.49 2.26 4.64
72 Br -0.02 -5.22 -5.54
73 H 6.59 -1.97 -2.71
74 H 0.53 -2.22 4.38
75 C -4.13 -1.33 -0.29
76 H -5.90 0.10 -1.92
77 H -2.68 0.92 3.36
78 C -7.42 -0.02 1.05
79 N 0.29 3.23 -1.10
80 H 1.50 -0.97 3.56
81 C 1.10 -4.34 -3.07
82 N 0.33 -2.49 -1.79
83 H -4.73 -5.09 -1.04
84 C -4.55 -3.58 0.48
85 C -4.33 -2.24 0.75
86 H 2.91 -5.63 -1.57
87 H -8.34 0.53 -0.80
88 H 4.92 -1.86 -0.88
89 N 2.11 2.00 -1.80
90 C 3.02 -4.83 -0.86
91 H -9.63 -1.57 -1.01
92 C -8.09 -2.16 1.94
93 C 2.20 -3.70 -0.90
94 H -6.74 -0.82 2.93
95 C 0.11 -4.11 -4.00
96 H -5.49 3.70 -4.18
97 H -5.01 3.06 3.21
98 H 0.66 -2.24 2.62
99 C -6.33 3.25 4.88
100 H -3.51 4.32 -2.84
101 C -4.26 1.36 -1.35
102 C -4.33 -3.15 -1.87
103 C -0.01 5.53 -1.72
104 C -4.10 -1.81 -1.60
105 C -0.55 0.68 3.34

Molecular formula: C8H14N2O4S
Method: DFT, ωB97M-V/def2-TZVPD

Computed properties:
**E_HOMO**: -9.03 eV
**SMILES**: CN1C(=O)OC=N[C@H]1C(C)(C)S(C)(=O)=O
**E_LUMO**: 0.5 eV
**Energy relative to the best compared isomer or geometry (same formula, charge and spin)**: 0.000 eV
**E_tot**: -1121.8035 Ha

Cartesian coordinates (Å):
1 H -1.31 -1.48 -1.15
2 C 1.35 0.03 2.50
3 H -2.04 3.78 -0.56
4 N 1.49 -1.72 -0.76
5 H -1.32 2.86 -2.13
6 C 1.17 -0.64 0.05
7 H 2.26 -0.39 3.01
8 H -1.71 -0.90 0.49
9 H -0.69 0.55 -2.95
10 O 0.61 2.48 0.48
11 H 0.90 1.49 -2.31
12 H 1.24 -3.74 -0.80
13 N 0.95 -0.86 1.40
14 C 0.23 0.52 -2.32
15 H 1.97 0.09 0.01
16 H 0.67 -0.44 -2.62
17 C -1.40 -0.65 -0.55
18 O 0.10 -2.34 2.90
19 H -2.23 -0.05 -0.95
20 O -1.41 1.41 1.23
21 C 1.09 -2.79 -0.26
22 C 0.48 -2.07 1.84
23 H 0.54 0.08 3.25
24 H -2.63 2.06 -1.08
25 S -0.57 1.78 0.14
26 C -1.77 2.76 -1.01
27 H 1.68 1.04 2.04
28 C -0.25 0.25 -0.81
29 O 0.60 -3.12 0.90

- Look up the E_tot of the fourth one.
  -1121.8035 Ha